Record 1
{"formula": "C2H6BrNO", "method": "ωB97M-V with the def2-TZVPD basis set", "species": ["C", "C", "N", "O", "Br", "H", "H", "H", "H", "H", "H"], "coordinates": [[-0.742, -0.003, 0.367], [0.868, 1.149, 0.117], [-0.638, -1.232, -0.340], [1.897, 0.295, -0.004], [-2.188, -1.627, -1.452], [-0.904, -0.257, 1.477], [-1.493, 0.687, 0.078], [1.076, 1.827, 0.903], [0.739, 1.652, -0.826], [-0.404, -2.096, 0.288], [1.790, -0.395, -0.608]], "forces_ev_per_angstrom": [[2.3, 1.3, 2.7], [-3.2, -2.9, -1.0], [0.6, -1.8, -0.1], [2.6, 0.5, 2.1], [1.0, 0.1, 0.9], [0.5, 0.9, -1.4], [-0.9, 0.1, -0.6], [-0.3, 0.5, 1.0], [-0.8, 0.5, -0.3], [-1.1, 2.3, -1.6], [-0.8, -1.5, -1.7]], "lumo_energy_ev": -0.0936, "homo_energy_ev": -8.6, "gap_ev": 8.484, "relative_energy_kcal_mol": 49.71}

=====

Record 2
{"formula": "C21H39NP2Zn", "method": "ωB97M-V with the def2-TZVPD basis set", "species": ["P", "P", "C", "C", "H", "H", "H", "H", "C", "H", "H", "H", "C", "H", "H", "H", "C", "H", "H", "H", "C", "H", "H", "H", "Zn", "C", "C", "C", "C", "C", "C", "C", "C", "C", "H", "H", "H", "H", "H", "H", "H", "H", "H", "H", "H", "H", "H", "H", "H", "C", "C", "C", "C", "C", "C", "N", "H", "H", "H", "H", "H", "H", "H", "H"], "coordinates": [[-0.503, -1.617, -2.527], [0.406, 1.631, -1.207], [0.076, -0.054, -3.424], [1.137, 0.761, -2.669], [-0.820, 0.557, -3.649], [0.495, -0.357, -4.393], [1.992, 0.127, -2.374], [1.564, 1.537, -3.331], [-0.470, 3.005, -2.037], [-0.472, 3.886, -1.382], [-1.516, 2.735, -2.237], [0.014, 3.277, -2.986], [1.649, 2.437, -0.173], [1.844, 3.447, -0.573], [2.602, 1.889, -0.178], [1.315, 2.547, 0.871], [-1.970, -2.525, -3.335], [-1.904, -3.594, -3.079], [-1.891, -2.421, -4.424], [-2.956, -2.151, -3.033], [0.488, -2.753, -3.811], [1.567, -2.531, -3.811], [0.098, -2.574, -4.826], [0.345, -3.820, -3.558], [0.971, -0.296, 3.064], [-0.920, 0.482, -0.681], [-1.665, -0.610, -1.445], [-2.378, -1.632, -0.514], [-1.418, -2.800, -0.107], [-0.303, -3.000, -1.067], [0.797, -2.088, -1.307], [1.116, -1.069, -0.171], [-0.065, -0.260, 0.416], [0.845, -2.207, 3.331], [-1.652, 1.125, -0.185], [-2.389, -0.148, -2.132], [-3.194, -2.112, -1.068], [-2.861, -1.200, 0.383], [-1.024, -2.703, 0.917], [-2.009, -3.728, -0.100], [-0.170, -4.024, -1.433], [1.718, -2.470, -1.766], [1.904, -0.377, -0.509], [1.646, -1.632, 0.615], [-0.706, -0.938, 0.982], [0.306, 0.467, 1.179], [1.735, -2.547, 3.885], [0.770, -2.757, 2.378], [-0.044, -2.421, 3.933], [-1.968, 1.500, 3.414], [-0.696, 2.231, 3.392], [-0.435, 3.610, 3.524], [0.959, 3.759, 3.616], [1.514, 2.469, 3.531], [2.882, 1.972, 3.746], [0.506, 1.564, 3.334], [-2.795, 2.170, 3.709], [-1.923, 0.667, 4.141], [-2.202, 1.065, 2.422], [-1.203, 4.366, 3.558], [1.541, 4.656, 3.739], [3.608, 2.796, 3.764], [2.938, 1.421, 4.706], [3.172, 1.256, 2.949]], "forces_ev_per_angstrom": [[1.6, -4.0, -0.6], [-1.1, -0.3, -4.0], [-0.8, 0.4, -0.9], [0.7, 0.2, 0.0], [0.4, 0.1, 0.0], [0.0, 0.2, 0.2], [-0.5, 0.2, -0.1], [-0.2, -0.1, 0.3], [-0.2, 0.4, 0.2], [-0.1, -0.1, -0.1], [0.4, 0.0, 0.0], [-0.1, -0.1, 0.4], [0.2, -0.1, 0.7], [-0.3, -0.5, 0.0], [-0.4, 0.0, 0.0], [0.0, 0.0, -0.2], [-1.1, 1.0, -0.9], [0.2, 0.6, -0.1], [-0.3, -0.1, 0.1], [0.0, -0.1, -0.2], [0.4, 0.1, -0.1], [-0.2, -0.1, -0.1], [0.2, -0.1, 0.2], [0.1, 0.5, -0.2], [-1.0, 0.3, 0.6], [1.2, -0.1, 3.3], [0.1, -0.2, -0.2], [0.1, 0.0, 0.5], [0.0, -0.4, 0.5], [-2.0, -2.1, -1.4], [1.2, 4.6, 0.8], [0.9, -0.7, 0.1], [0.0, -0.3, 0.7], [0.5, -0.3, -0.1], [0.0, 0.2, 0.3], [0.2, -0.1, 0.1], [0.2, 0.4, 0.0], [0.2, 0.2, -0.2], [-0.5, 0.1, 0.2], [0.1, 0.3, 0.1], [0.0, 0.3, 0.4], [-0.4, 0.0, 0.5], [-0.2, -0.1, 0.0], [-0.3, 0.2, 0.4], [0.0, 0.3, -0.1], [-0.2, -0.1, -0.8], [-0.4, -0.1, -0.2], [0.1, 0.2, 0.4], [0.1, 0.0, 0.0], [-0.9, -0.5, -0.2], [1.0, 1.5, -0.1], [-0.7, -1.5, -0.2], [1.1, -1.2, -0.1], [-1.1, 1.5, -0.3], [0.7, -0.3, 0.1], [0.3, -0.3, 0.4], [0.3, -0.4, -0.2], [-0.1, 0.3, -0.3], [-0.1, 0.1, 0.4], [0.1, 0.1, 0.1], [-0.1, 0.1, 0.1], [-0.1, -0.4, 0.0], [0.2, 0.3, -0.3], [0.1, 0.3, 0.2]], "lumo_energy_ev": 0.0277, "homo_energy_ev": -4.6, "gap_ev": 4.670, "relative_energy_kcal_mol": 0.00}

=====

Record 3
{"formula": "C4H3F3O3S", "method": "ωB97M-V with the def2-TZVPD basis set", "species": ["C", "C", "C", "C", "O", "O", "O", "F", "F", "F", "S", "H", "H", "H"], "coordinates": [[-0.199, 0.308, -0.642], [-0.124, -0.849, -0.033], [-0.210, -0.152, 3.363], [1.144, 0.511, 3.041], [-0.583, -0.476, 4.437], [-2.808, -1.068, -0.028], [-1.477, -3.065, 0.620], [0.989, 1.519, 2.177], [1.788, 0.993, 4.106], [1.939, -0.396, 2.458], [-1.673, -1.630, 0.668], [0.664, 0.825, -1.026], [-1.155, 0.782, -0.802], [0.758, -1.415, 0.219]], "forces_ev_per_angstrom": [[-0.3, 0.3, -0.2], [-0.8, -0.7, 0.7], [-0.8, -0.7, 1.5], [1.1, 0.6, -0.4], [0.6, 0.5, -1.5], [-0.1, 0.4, 0.1], [0.3, -0.1, 0.3], [-0.3, -0.1, 0.2], [-0.3, -0.2, 0.0], [-0.3, -0.1, 0.1], [0.8, 0.2, -0.9], [0.3, -0.1, 0.0], [-0.2, 0.1, 0.0], [0.1, -0.1, 0.0]], "lumo_energy_ev": [-1.5456, -2.1187], "homo_energy_ev": [-9.6, -10.0], "gap_ev": [8.027, 7.850], "relative_energy_kcal_mol": 52.51}

=====

What did the third record say?
{"formula": "C4H3F3O3S", "method": "ωB97M-V with the def2-TZVPD basis set", "species": ["C", "C", "C", "C", "O", "O", "O", "F", "F", "F", "S", "H", "H", "H"], "coordinates": [[-0.199, 0.308, -0.642], [-0.124, -0.849, -0.033], [-0.210, -0.152, 3.363], [1.144, 0.511, 3.041], [-0.583, -0.476, 4.437], [-2.808, -1.068, -0.028], [-1.477, -3.065, 0.620], [0.989, 1.519, 2.177], [1.788, 0.993, 4.106], [1.939, -0.396, 2.458], [-1.673, -1.630, 0.668], [0.664, 0.825, -1.026], [-1.155, 0.782, -0.802], [0.758, -1.415, 0.219]], "forces_ev_per_angstrom": [[-0.3, 0.3, -0.2], [-0.8, -0.7, 0.7], [-0.8, -0.7, 1.5], [1.1, 0.6, -0.4], [0.6, 0.5, -1.5], [-0.1, 0.4, 0.1], [0.3, -0.1, 0.3], [-0.3, -0.1, 0.2], [-0.3, -0.2, 0.0], [-0.3, -0.1, 0.1], [0.8, 0.2, -0.9], [0.3, -0.1, 0.0], [-0.2, 0.1, 0.0], [0.1, -0.1, 0.0]], "lumo_energy_ev": [-1.5456, -2.1187], "homo_energy_ev": [-9.6, -10.0], "gap_ev": [8.027, 7.850], "relative_energy_kcal_mol": 52.51}